Entry 1:
C33H35BO4S | ωB97M-V/def2-TZVPD

Geometry (Å):
C (6.05684, -0.64145, -5.31726)
O (4.88330, -1.45691, -5.21867)
C (4.38658, -1.76440, -3.99355)
C (3.10438, -2.36645, -3.99115)
C (2.36926, -2.37041, -2.83159)
C (2.89127, -1.82562, -1.64255)
B (-1.38440, 1.10389, 1.78298)
C (2.08163, -1.78358, -0.44917)
C (2.59174, -1.99996, 0.83358)
C (1.67093, -2.63786, 1.69964)
C (0.47202, -2.98091, 1.08158)
C (-0.48739, -4.00077, 1.55103)
S (0.37303, -2.26095, -0.48550)
O (-0.99720, 1.66665, 2.97597)
C (-1.34504, 0.67356, 3.97580)
C (-0.07882, -0.13565, 4.28368)
C (-1.80160, 1.39785, 5.22445)
C (-2.48525, -0.18358, 3.26982)
C (-2.42259, -1.68311, 3.49208)
C (-3.90597, 0.29463, 3.58355)
O (-2.25686, 0.04537, 1.85974)
C (4.24093, -1.40157, -1.62016)
C (5.00644, -1.40336, -2.77466)
H (6.16498, -0.47797, -6.38797)
H (5.93290, 0.31841, -4.79805)
H (6.93151, -1.16959, -4.91962)
H (2.68175, -2.70996, -4.93544)
H (1.36553, -2.79543, -2.84055)
H (3.62605, -1.78740, 1.09072)
H (1.87491, -2.92779, 2.72774)
H (-0.21426, -4.28581, 2.57422)
H (-1.52194, -3.64333, 1.52566)
H (-0.44254, -4.90209, 0.92377)
H (-0.26306, -0.86702, 5.08415)
H (0.31077, -0.65810, 3.39668)
H (0.71721, 0.53602, 4.63611)
H (-2.30152, 0.71163, 5.92333)
H (-0.94239, 1.82421, 5.75230)
H (-2.49163, 2.21162, 4.97943)
H (-2.63238, -1.94265, 4.54192)
H (-3.17520, -2.17204, 2.85764)
H (-1.43891, -2.09021, 3.21594)
H (-4.21311, -0.05914, 4.57801)
H (-4.00048, 1.38820, 3.55034)
H (-4.59738, -0.12899, 2.84284)
H (4.68153, -1.03353, -0.69260)
H (6.04032, -1.05541, -2.76318)
C (-4.75635, 4.33869, -0.59314)
C (-3.81311, 4.31731, 0.44026)
C (-2.87386, 3.28592, 0.51252)
C (-2.83855, 2.25588, -0.46873)
C (-1.70371, 1.41784, -0.62820)
O (-1.60300, 0.86689, -1.84747)
C (-0.33916, 0.68101, -2.39355)
C (0.77970, 0.72440, -1.53427)
C (2.01649, 0.99680, -2.16810)
C (2.09635, 1.08175, -3.54663)
C (0.97323, 0.89126, -4.36425)
C (-0.26505, 0.64237, -3.77879)
C (0.51122, 0.43961, -0.18323)
C (-0.63596, 1.28806, 0.35223)
C (-3.88016, 2.22971, -1.43447)
C (-4.78805, 3.28009, -1.52160)
H (-5.46617, 5.16467, -0.66664)
H (-3.80273, 5.10347, 1.19875)
H (-2.11798, 3.28706, 1.30218)
H (2.89665, 1.14752, -1.53999)
H (3.06042, 1.28219, -4.02060)
H (1.06558, 0.95310, -5.45501)
H (-1.17746, 0.49227, -4.35988)
H (1.32538, 0.28160, 0.51729)
H (-0.22686, 2.32090, 0.46598)
H (-3.95921, 1.38249, -2.11722)
H (-5.53352, 3.27812, -2.32045)

The value obtained for the energy above the lowest of the compared OMol25 structures with the same formula, charge and spin is 46.8 kcal per mole. The LUMO energy comes out at -0.053 Eh. Its gap between HOMO and LUMO is 0.12236 Eh. For the highest occupied orbital energy, the calculation gives -4.763 eV.

In elementary charge units, the Löwdin charges are: C -0.08; O -0.10; C -0.28; C 0.00; C -0.05; C -0.26; B -0.59; C -0.45; C -0.11; C -0.15; C -0.58; C -0.12; S 1.12; O 0.15; C -0.44; C 0.00; C -0.01; C -0.44; C -0.01; C -0.01; O 0.16; C -0.04; C -0.02; H 0.09; H 0.09; H 0.09; H 0.12; H 0.09; H 0.11; H 0.10; H 0.08; H 0.06; H 0.08; H 0.10; H 0.09; H 0.10; H 0.10; H 0.09; H 0.09; H 0.10; H 0.10; H 0.07; H 0.09; H 0.09; H 0.10; H 0.11; H 0.10; C -0.06; C -0.05; C 0.02; C -0.12; C -0.08; O 0.12; C -0.20; C -0.25; C -0.04; C -0.10; C -0.12; C -0.02; C -0.18; C -0.09; C 0.02; C -0.06; H 0.11; H 0.11; H 0.12; H 0.12; H 0.10; H 0.10; H 0.12; H 0.09; H 0.18; H 0.13; H 0.11



Entry 2:
C23H20N2O5PTl | ωB97M-V/def2-TZVPD

Geometry (Å):
Tl (-4.08922, -0.47459, 0.67224)
N (-2.81729, 2.08613, 1.40966)
C (-1.87499, 1.77696, 2.47995)
C (-2.28585, 0.60637, 3.37918)
O (-1.74676, 0.57789, 4.50570)
N (-3.16491, -0.26098, 2.89379)
C (-3.51079, -1.32785, 3.81652)
C (-4.51076, -2.36232, 3.27595)
O (-4.91393, -3.21453, 4.07924)
O (-4.89261, -2.24450, 2.06238)
H (-3.63688, 2.55912, 1.76968)
H (-2.39014, 2.66877, 0.70206)
H (-0.91911, 1.51320, 2.02106)
H (-1.67490, 2.61959, 3.15084)
H (-2.62140, -1.87759, 4.14682)
H (-3.94210, -0.92378, 4.73960)
O (0.57326, -2.24085, -5.42389)
C (0.51252, -1.63117, -4.34331)
O (-0.28164, -1.79553, -3.38304)
C (1.62207, -0.62460, -4.03483)
C (2.68685, -0.49427, -4.91860)
C (3.72481, 0.38452, -4.65869)
C (3.69014, 1.14560, -3.49790)
C (2.62420, 1.02787, -2.61730)
C (1.56761, 0.14516, -2.86634)
P (0.05249, 0.04603, -1.79354)
C (0.36787, -1.41005, -0.71749)
C (-0.28096, -1.48434, 0.51952)
C (-0.01887, -2.52265, 1.40286)
C (0.88079, -3.51940, 1.05504)
C (1.52237, -3.46152, -0.17394)
C (1.27275, -2.41345, -1.04818)
C (0.58886, 1.34905, -0.54601)
C (0.08738, 2.63379, -0.76042)
C (0.40321, 3.69206, 0.08104)
C (1.23091, 3.48199, 1.17588)
C (1.74111, 2.21212, 1.40753)
C (1.42606, 1.16215, 0.55446)
H (2.65960, -1.11339, -5.80685)
H (4.55581, 0.47574, -5.34976)
H (4.49439, 1.83693, -3.27074)
H (2.62576, 1.63885, -1.72558)
H (-0.98057, -0.72166, 0.85261)
H (-0.53708, -2.54994, 2.35380)
H (1.07717, -4.33881, 1.73624)
H (2.22524, -4.23711, -0.45669)
H (1.78168, -2.37803, -2.00349)
H (-0.56907, 2.79923, -1.61080)
H (-0.00845, 4.67704, -0.10880)
H (1.46224, 4.29652, 1.85181)
H (2.37668, 2.03169, 2.26657)
H (1.83449, 0.17850, 0.75414)

The value obtained for the energy above the lowest of the compared OMol25 structures with the same formula, charge and spin is 6.7 kcal per mole. The total charge is -2. The LUMO energy comes out at 0.161 Eh. Its gap between HOMO and LUMO is 0.26541 Eh. For the highest occupied orbital energy, the calculation gives -2.840 eV.

In elementary charge units, the Löwdin charges are: Tl 0.75; N -0.05; C -0.21; C -0.61; O -0.06; N -0.10; C -0.19; C -0.71; O -0.05; O -0.30; H 0.06; H 0.05; H 0.09; H 0.10; H 0.11; H 0.12; O -0.05; C -0.68; O -0.11; C -0.16; C -0.04; C -0.11; C -0.11; C -0.09; C -0.27; P 1.12; C -0.36; C -0.11; C -0.08; C -0.11; C -0.10; C -0.08; C -0.39; C -0.14; C -0.11; C -0.11; C -0.10; C -0.10; H 0.10; H 0.09; H 0.09; H 0.08; H 0.07; H 0.10; H 0.09; H 0.09; H 0.10; H 0.09; H 0.09; H 0.09; H 0.10; H 0.11



Entry 3:
C4H12N2S | ωB97M-V/def2-TZVPD

Geometry (Å):
C (0.23682, -0.09133, -1.28819)
N (0.16341, 0.01616, 0.12619)
C (0.08997, -1.27215, 0.97753)
C (0.28340, -0.83863, 2.40700)
S (0.69678, -2.19109, 3.45348)
C (0.33478, 1.28064, -2.07941)
N (-0.88626, 2.02987, -1.73353)
H (0.93692, -0.81580, -1.59752)
H (-0.71590, -0.57831, -1.63171)
H (-0.76384, 0.52543, 0.31064)
H (0.96062, -1.90840, 0.82637)
H (-0.94778, -1.63975, 0.74261)
H (1.11570, -0.06090, 2.19857)
H (-0.39702, 0.02628, 2.81962)
H (-0.55077, -2.71073, 3.31090)
H (1.19340, 1.86356, -1.71060)
H (0.29496, 1.21120, -3.22933)
H (-0.48482, 2.97238, -1.35791)
H (-1.56038, 2.18158, -2.54472)

The value obtained for the energy above the lowest of the compared OMol25 structures with the same formula, charge and spin is 46.5 kcal per mole. The LUMO energy comes out at 0.038 Eh. Its gap between HOMO and LUMO is 0.35337 Eh. For the highest occupied orbital energy, the calculation gives -8.590 eV. The SMILES is NCCNCCS.

In elementary charge units, the Löwdin charges are: C -0.29; N -0.12; C -0.30; C -0.70; S 0.71; C -0.26; N -0.08; H 0.09; H 0.11; H 0.13; H 0.09; H 0.12; H 0.10; H 0.11; H -0.12; H 0.10; H 0.12; H 0.10; H 0.09



Entry 4:
CH3ClNO2S | ωB97M-V/def2-TZVPD

Geometry (Å):
C (0.13634, -0.13320, -0.02390)
N (0.95118, -1.08491, -0.70040)
O (3.90390, 0.95503, -0.97370)
O (2.54472, 0.77061, 1.07001)
S (3.42532, 0.08567, 0.10534)
Cl (1.18858, -2.58238, 0.11181)
H (-0.75699, -0.72979, 0.26909)
H (0.41001, 0.35415, 0.95818)
H (0.04832, 0.64406, -0.84185)

The value obtained for the energy above the lowest of the compared OMol25 structures with the same formula, charge and spin is 61.5 kcal per mole. The total charge is -1. The LUMO energy (spin up / spin down) comes out at 0.132 / 0.132 Eh. Its gap between HOMO and LUMO (spin up / spin down) is 0.22876 / 0.23037 Eh. For the highest occupied orbital energy (spin up / spin down), the calculation gives -2.626 / -2.664 eV.

In elementary charge units, the Löwdin charges are: C -0.41; N -0.70; O -0.54; O -0.56; S 0.76; Cl 0.29; H 0.03; H 0.04; H 0.08



> Number 3 is which compound?

C4H12N2S